# 1
15
Properties=species:S:1:pos:R:3:forces:R:3:nbo_charge:R:1 method="wB97M-V/def2-TZVPD" gap_ev=11.148 homo_energy_ha=-0.38097 relative_energy_ev=1.498 smiles="O=C[C@@H](O)CCO"
O -1.587 1.633 0.121 -0.068 0.214 -0.143 -0.733
C -1.581 0.306 -0.386 0.068 -0.315 -0.120 -0.063
C -0.669 -0.541 0.498 0.006 -0.023 0.066 -0.428
C 0.762 0.003 0.460 -0.069 -0.075 0.121 -0.022
O 1.306 -0.108 -0.826 0.148 -0.064 -0.076 -0.720
C 1.706 -0.616 1.465 0.330 0.186 -0.077 0.428
O 2.815 -0.997 1.153 -0.762 0.069 0.170 -0.537
H -1.487 2.255 -0.609 -0.058 -0.126 0.139 0.478
H -1.211 0.277 -1.417 -0.041 0.026 0.130 0.182
H -2.603 -0.108 -0.382 0.260 0.125 0.051 0.169
H -0.688 -1.584 0.158 0.038 0.176 0.067 0.218
H -1.054 -0.500 1.524 0.089 -0.038 -0.083 0.212
H 0.699 1.064 0.763 0.039 -0.077 -0.022 0.204
H 1.363 -0.607 2.517 0.070 -0.160 -0.051 0.122
H 2.187 -0.498 -0.692 -0.049 0.081 -0.172 0.491

# 2
89
Properties=species:S:1:pos:R:3:forces:R:3:lowdin_charge:R:1 method="wB97M-V/def2-TZVPD" gap_ev=5.025 charge=+2 homo_energy_ha=-0.44638 relative_energy_ev=0.000
Ti 1.700 1.929 -0.084 0.620 -0.363 -0.153 0.985
C 2.831 3.877 1.966 0.050 0.064 0.047 -0.104
C 2.557 4.802 0.801 -0.062 -0.126 -0.105 -0.099
O 1.837 4.030 -0.187 -0.111 0.217 0.031 -0.283
C 1.624 4.739 -1.430 0.016 -0.104 0.122 -0.103
C 1.037 3.722 -2.379 -0.014 -0.009 -0.010 -0.094
O 1.713 2.458 -2.181 -0.156 0.035 0.143 -0.258
C 2.873 2.159 -2.991 -0.165 0.032 0.053 -0.097
C 4.124 2.666 -2.310 0.025 0.049 -0.004 -0.124
O 3.940 2.396 -0.922 -0.065 -0.238 -0.075 -0.297
C 5.044 2.730 -0.084 -0.024 0.043 0.002 -0.124
C 4.618 2.321 1.312 0.016 0.024 0.029 -0.121
O 3.216 2.575 1.490 -0.194 -0.009 -0.060 -0.245
H 1.935 3.726 2.559 -0.065 -0.037 0.022 0.133
H 3.604 4.290 2.612 0.046 -0.013 0.001 0.154
H 3.470 5.169 0.330 0.031 0.021 -0.001 0.138
H 1.938 5.646 1.106 -0.009 0.043 0.036 0.148
H 2.585 5.133 -1.761 0.046 0.023 -0.027 0.137
H 0.926 5.557 -1.253 -0.031 0.056 -0.010 0.143
H 1.117 4.031 -3.418 0.038 0.028 -0.052 0.154
H -0.004 3.520 -2.143 -0.078 0.018 0.008 0.121
H 2.734 2.599 -3.977 0.037 -0.005 -0.050 0.152
H 2.884 1.077 -3.074 0.024 -0.061 -0.004 0.118
H 4.279 3.738 -2.458 -0.011 0.029 0.030 0.141
H 4.998 2.137 -2.693 0.024 -0.021 -0.006 0.155
H 5.258 3.799 -0.169 -0.037 0.033 0.009 0.141
H 5.934 2.177 -0.387 0.028 -0.010 -0.004 0.153
H 5.187 2.845 2.078 0.028 0.002 0.016 0.150
H 4.738 1.251 1.459 -0.016 -0.047 -0.013 0.114
Se -2.377 -2.840 -2.506 0.081 -0.099 -0.150 0.382
P -2.938 -1.694 -0.856 -0.014 0.302 0.164 0.527
C -3.084 -2.632 0.685 -0.043 -0.069 -0.014 -0.336
C -4.150 -2.477 1.568 -0.003 0.124 0.115 -0.059
C -4.245 -3.288 2.691 0.016 -0.003 0.011 -0.053
C -3.292 -4.267 2.933 0.014 0.008 -0.013 -0.058
C -2.247 -4.449 2.035 -0.001 0.000 0.036 -0.069
C -2.155 -3.641 0.916 0.029 -0.144 0.039 -0.127
C -4.413 -0.671 -0.996 0.014 -0.072 -0.068 -0.367
C -4.756 0.238 0.005 0.056 0.058 0.061 -0.132
C -5.896 1.009 -0.123 -0.057 0.019 -0.029 -0.062
C -6.700 0.876 -1.253 0.022 -0.009 0.018 -0.056
C -6.359 -0.025 -2.249 0.004 -0.001 0.016 -0.056
C -5.213 -0.800 -2.123 -0.027 -0.032 -0.056 -0.085
C -1.618 -0.422 -0.626 -0.010 0.018 -0.006 -0.336
C -0.232 -0.505 -0.470 -0.034 -0.074 -0.212 -0.376
N 0.223 0.737 -0.741 -0.021 0.121 0.196 -0.233
N -0.785 1.551 -0.973 0.000 0.039 -0.039 -0.010
N -1.902 0.875 -0.913 -0.004 -0.024 -0.042 0.080
P 1.091 -1.661 -0.143 0.177 0.093 0.014 0.843
Se 2.862 -0.262 -0.248 -0.118 -0.198 0.071 0.719
C 0.968 -2.338 1.495 -0.003 0.010 0.098 -0.366
C 0.115 -1.731 2.417 -0.115 -0.027 -0.035 -0.081
C 0.076 -2.193 3.722 0.009 -0.031 0.018 -0.046
C 0.888 -3.251 4.108 -0.021 0.015 0.011 -0.038
C 1.750 -3.846 3.195 0.003 -0.001 -0.015 -0.046
C 1.802 -3.389 1.890 0.027 0.023 -0.033 -0.077
C 1.294 -2.883 -1.420 -0.137 -0.104 0.009 -0.373
C 1.693 -2.463 -2.690 -0.005 0.062 -0.017 -0.100
C 1.721 -3.363 -3.737 -0.005 -0.011 -0.014 -0.047
C 1.351 -4.686 -3.523 -0.011 -0.009 0.009 -0.032
C 0.952 -5.109 -2.264 0.014 0.012 -0.023 -0.045
C 0.915 -4.211 -1.211 0.050 0.004 0.089 -0.099
H -4.919 -1.739 1.386 0.036 -0.074 0.009 0.097
H -5.081 -3.164 3.366 0.006 -0.008 0.000 0.115
H -3.380 -4.905 3.803 0.000 0.007 -0.016 0.114
H -1.522 -5.239 2.193 -0.020 0.018 0.009 0.112
H -1.392 -3.837 0.176 0.054 0.030 -0.082 0.052
H -4.139 0.349 0.890 -0.029 -0.012 -0.097 0.072
H -6.163 1.710 0.658 0.017 -0.021 -0.015 0.108
H -7.594 1.478 -1.350 0.016 -0.015 -0.001 0.113
H -6.984 -0.130 -3.126 0.008 0.005 0.017 0.113
H -4.937 -1.506 -2.898 -0.002 0.020 0.012 0.070
H -0.534 -0.918 2.120 0.025 -0.001 -0.004 0.086
H -0.600 -1.735 4.433 0.014 -0.007 -0.018 0.121
H 0.852 -3.612 5.129 0.000 0.003 -0.032 0.121
H 2.388 -4.665 3.502 -0.014 0.022 -0.008 0.120
H 2.496 -3.843 1.195 -0.012 -0.012 -0.063 0.117
H 1.972 -1.430 -2.860 -0.003 0.009 0.003 0.081
H 2.026 -3.037 -4.722 -0.007 -0.007 0.018 0.118
H 1.370 -5.389 -4.346 0.002 0.015 0.019 0.123
H 0.657 -6.137 -2.101 0.005 0.018 -0.008 0.124
H 0.588 -4.551 -0.239 0.013 0.027 0.035 0.097
O 0.762 1.877 1.475 -0.019 0.549 0.107 -0.274
N -0.452 1.611 1.977 0.151 -0.488 -0.100 0.107
C -1.318 2.540 1.851 -0.095 0.111 0.024 -0.255
C -2.639 2.276 2.342 -0.147 0.010 0.145 -0.119
N -3.701 2.076 2.728 0.080 0.015 -0.041 0.242
C -1.034 3.814 1.248 -0.015 0.049 -0.089 -0.106
N -0.761 4.818 0.765 0.053 0.059 -0.008 0.257